1.
C5H10O | the ωB97M-V functional and the def2-TZVPD basis

CARTESIAN COORDINATES (ANGSTROEM)
C -0.387 1.446 1.448
C 0.256 0.157 0.932
C 0.191 -0.096 -0.579
C 0.986 -1.344 -0.994
C -1.221 -0.202 -1.124
O -2.237 0.069 -0.530
H -1.462 1.463 1.254
H -0.237 1.523 2.531
H 0.060 2.339 0.995
H 1.315 0.150 1.221
H -0.208 -0.698 1.439
H 0.638 0.757 -1.117
H 0.645 -2.234 -0.452
H 0.883 -1.551 -2.066
H 2.052 -1.212 -0.782
H -1.273 -0.567 -2.176

Its SMILES is CC[C@@H](C)C=O. Its total charge is 0. The HOMO energy is -0.35579 Ha. The energy above the lowest of the compared OMol25 structures with the same formula, charge and spin comes out at 34.76 kJ/mol. Its HOMO-LUMO gap is 10.643 eV.

Results of the natural (NBO) charge analysis, in e, for atoms 1 through 8: number 1, C, carries -0.612; number 2, C, carries -0.390; number 3, C, carries -0.333; number 4, C, carries -0.599; number 5, C, carries 0.455; number 6, O, carries -0.524; number 7, H, carries 0.232; number 8, H, carries 0.208

2.
C3H10OSi | the ωB97M-V functional and the def2-TZVPD basis

CARTESIAN COORDINATES (ANGSTROEM)
C 0.580 1.954 -0.791
C -0.636 1.133 -1.199
C 0.665 -2.246 0.831
O 0.555 -2.448 2.192
Si -1.161 -0.163 0.083
H 0.434 2.392 0.195
H 1.472 1.334 -0.758
H 0.754 2.768 -1.497
H -0.452 0.662 -2.166
H -1.480 1.816 -1.348
H 1.636 -1.909 0.485
H 0.265 -3.092 0.293
H 1.011 -1.741 2.660
H -2.320 -0.915 -0.382
H -1.322 0.453 1.401

Its total charge is 0. The HOMO energy (spin up / spin down) is -0.27283 / -0.27287 Ha. The energy above the lowest of the compared OMol25 structures with the same formula, charge and spin comes out at 332.69 kJ/mol. Its HOMO-LUMO gap (spin up / spin down) is 8.032 / 8.033 eV.

Results of the natural (NBO) charge analysis, in e, for atoms 1 through 8: number 1, C, carries -0.603; number 2, C, carries -0.858; number 3, C, carries -0.172; number 4, O, carries -0.708; number 5, Si, carries 0.829; number 6, H, carries 0.202; number 7, H, carries 0.205; number 8, H, carries 0.208

3.
C51H96N4O23 | the ωB97M-V functional and the def2-TZVPD basis

CARTESIAN COORDINATES (ANGSTROEM)
C -2.898 9.847 0.664
C -1.890 10.989 0.645
C -0.988 10.945 1.909
C -0.909 10.734 -0.584
C -1.518 11.115 -1.908
C -2.054 12.591 -1.892
C -3.082 12.785 -0.816
C -3.329 14.336 -0.660
C -4.332 12.153 -1.437
N -2.511 12.277 0.465
O -3.234 12.681 1.591
H -2.460 8.933 1.064
H -3.727 10.035 1.345
H -3.460 9.572 -0.229
H -1.572 11.080 2.819
H -0.392 10.037 2.004
H -0.201 11.696 1.839
H 0.002 11.279 -0.337
H -0.763 9.656 -0.657
H -0.822 11.100 -2.746
H -2.279 10.438 -2.294
H -2.515 12.723 -2.871
H -1.164 13.198 -1.725
H -2.460 14.876 -1.033
H -3.645 14.810 0.269
H -4.182 14.553 -1.304
H -4.205 11.083 -1.604
H -4.614 12.348 -2.472
H -5.243 12.260 -0.847
H -2.579 13.179 2.086
C 2.047 -10.686 4.613
C 1.119 -11.771 5.086
C 1.840 -12.683 6.033
C -0.065 -11.148 5.820
C -1.081 -10.419 4.837
C -1.491 -11.409 3.762
C -0.340 -12.199 3.034
C -1.012 -13.359 2.216
C 0.344 -11.234 2.002
N 0.673 -12.657 4.060
O 1.680 -13.433 3.517
H 1.643 -9.824 4.081
H 2.621 -10.351 5.477
H 2.766 -11.021 3.865
H 1.241 -13.503 6.429
H 2.715 -13.223 5.671
H 2.093 -12.071 6.899
H -0.467 -11.855 6.546
H 0.313 -10.324 6.424
H -1.876 -10.120 5.519
H -0.635 -9.484 4.498
H -2.078 -10.844 3.038
H -2.188 -12.135 4.180
H -1.539 -14.048 2.877
H -0.244 -13.949 1.717
H -1.690 -12.871 1.516
H 0.544 -10.260 2.448
H -0.303 -11.166 1.127
H 1.238 -11.662 1.549
H 1.661 -14.213 4.075
C -1.877 1.970 -1.564
C -0.792 0.949 -1.932
C -0.612 0.786 -3.446
C 0.609 1.417 -1.350
C 0.719 1.375 0.093
C 0.442 -0.062 0.605
C -0.918 -0.625 0.135
C -0.852 -2.195 0.419
C -2.086 -0.040 1.008
N -1.092 -0.372 -1.323
O -2.186 -1.011 -1.788
H -1.493 2.462 -0.670
H -2.035 2.704 -2.354
H -2.750 1.433 -1.192
H -0.352 1.711 -3.960
H 0.239 0.169 -3.733
H -1.483 0.240 -3.807
H 1.491 1.023 -1.854
H 0.667 2.466 -1.643
H 1.751 1.567 0.385
H 0.096 2.163 0.516
H 0.212 0.209 1.635
H 1.237 -0.807 0.584
H -1.820 -2.693 0.381
H -0.329 -2.433 1.345
H -0.369 -2.817 -0.335
H -2.075 1.048 1.076
H -1.992 -0.388 2.037
H -3.042 -0.388 0.617
H -1.744 -1.768 -2.179
C 1.787 -7.147 -2.439
O 0.785 -7.359 -3.416
C 0.415 -6.386 -4.336
C -0.695 -6.838 -5.248
N -1.980 -6.849 -4.499
C -3.086 -7.590 -5.126
C -4.361 -7.439 -4.252
O -4.167 -7.864 -2.856
C -5.302 -7.808 -2.077
H 2.072 -8.089 -1.972
H 1.440 -6.401 -1.723
H 2.622 -6.661 -2.944
H 1.281 -6.195 -4.970
H 0.168 -5.407 -3.925
H -0.580 -7.778 -5.788
H -0.746 -6.208 -6.136
H -1.774 -7.072 -3.535
H -2.725 -8.618 -5.126
H -3.247 -7.239 -6.145
H -5.121 -8.103 -4.664
H -4.622 -6.382 -4.315
H -5.434 -6.729 -1.998
H -5.326 -8.221 -1.068
H -6.183 -8.113 -2.640
O -0.864 3.839 7.208
C -1.991 4.325 7.218
O -2.280 5.601 7.316
C -3.614 5.854 7.139
C -4.140 4.522 6.661
O -3.118 3.645 7.060
H -4.068 6.066 8.108
H -3.890 6.677 6.480
H -4.167 4.569 5.573
H -5.053 4.181 7.149
O -8.948 -3.413 10.518
C -8.262 -3.440 9.474
O -6.888 -3.597 9.440
C -6.390 -3.206 8.211
C -7.606 -3.080 7.312
O -8.679 -3.237 8.221
H -5.802 -2.289 8.169
H -5.699 -3.972 7.858
H -7.662 -3.988 6.711
H -7.668 -2.186 6.692
O 8.667 -2.022 -3.622
C 8.572 -1.100 -2.786
O 8.951 -1.172 -1.473
C 8.808 0.095 -0.885
C 8.550 0.925 -2.093
O 8.112 0.083 -3.159
H 7.901 0.195 -0.288
H 9.753 0.458 -0.481
H 9.420 1.511 -2.387
H 7.693 1.550 -1.841
O 5.841 8.250 -4.392
C 5.500 7.843 -5.495
O 5.444 8.602 -6.691
C 4.810 7.814 -7.621
C 4.993 6.378 -7.210
O 5.171 6.566 -5.828
H 3.775 8.130 -7.756
H 5.280 7.922 -8.598
H 5.881 6.001 -7.718
H 4.157 5.768 -7.551
O 6.889 5.372 4.709
C 6.451 6.394 5.292
O 6.386 7.588 4.763
C 5.952 8.563 5.694
C 5.620 7.808 6.924
O 6.021 6.508 6.549
H 6.852 9.169 5.785
H 5.013 9.050 5.428
H 4.546 7.770 7.104
H 6.237 8.056 7.788
O 4.587 2.291 -13.517
C 4.214 1.188 -13.077
O 4.089 0.110 -13.831
C 3.893 -1.081 -12.980
C 3.834 -0.453 -11.636
O 3.981 0.943 -11.843
H 3.155 -1.720 -13.464
H 4.754 -1.748 -12.939
H 4.738 -0.824 -11.152
H 3.007 -0.635 -10.949

Its SMILES is CC1(C)CCCC(C)(C)N1O.CC1(C)CCCC(C)(C)N1O.CC1(C)CCCC(C)(C)N1O.COCCNCCOC.O=C1OCCO1.O=C1OCCO1.O=C1OCCO1.O=C1OCCO1.O=C1OCCO1.O=C1OCCO1. Its total charge is 0. The HOMO energy is -0.29365 Ha. Its HOMO-LUMO gap is 8.145 eV.

Results of the Mulliken charge analysis, in e, for atoms 1 through 8: number 1, C, carries -1.867; number 2, C, carries 1.524; number 3, C, carries -1.954; number 4, C, carries -0.976; number 5, C, carries -0.738; number 6, C, carries -1.142; number 7, C, carries 1.325; number 8, C, carries -1.555

4.
C4H7N3 | the ωB97M-V functional and the def2-TZVPD basis

CARTESIAN COORDINATES (ANGSTROEM)
N -1.807 0.633 1.763
C -0.985 -0.059 1.146
C -0.270 -0.760 0.340
N 1.071 -1.187 0.482
N 1.173 -2.639 0.570
H -2.122 1.492 1.500
H -0.741 -1.221 -0.525
H 1.433 -0.844 1.354
H 2.066 -2.947 0.135
H 1.271 -2.972 1.590
C -0.382 3.111 -2.403
C -0.052 2.325 -1.614
H -0.818 3.665 -3.235
H 0.161 1.403 -1.104

Its SMILES is N=C=CNN.C#C. Its total charge is 0. The HOMO energy is -0.30544 Ha. The energy above the lowest of the compared OMol25 structures with the same formula, charge and spin comes out at 536.79 kJ/mol. Its HOMO-LUMO gap is 8.989 eV.

Results of the natural (NBO) charge analysis, in e, for atoms 1 through 8: number 1, N, carries -0.619; number 2, C, carries 0.372; number 3, C, carries -0.270; number 4, N, carries -0.451; number 5, N, carries -0.676; number 6, H, carries 0.377; number 7, H, carries 0.244; number 8, H, carries 0.341

5.
C5H10O | the ωB97M-V functional and the def2-TZVPD basis

CARTESIAN COORDINATES (ANGSTROEM)
C -1.052 -0.118 -2.251
C -1.067 -1.092 -1.144
O -0.259 -0.939 -0.144
C 0.646 0.005 0.044
C -0.172 0.860 2.250
C 0.982 0.177 1.491
H -1.838 -0.351 -2.971
H -0.072 -0.124 -2.761
H -1.195 0.917 -1.886
H -1.109 0.354 2.004
H -1.602 -2.032 -1.130
H 0.587 0.869 -0.616
H -0.273 1.908 1.942
H -0.028 0.826 3.335
H 1.914 0.745 1.601
H 1.156 -0.811 1.936

Its total charge is 0. The HOMO energy (spin up / spin down) is -0.25368 / -0.26150 Ha. The energy above the lowest of the compared OMol25 structures with the same formula, charge and spin comes out at 324.00 kJ/mol. Its HOMO-LUMO gap (spin up / spin down) is 7.945 / 8.216 eV.

Results of the natural (NBO) charge analysis, in e, for atoms 1 through 8: number 1, C, carries -0.707; number 2, C, carries 0.101; number 3, O, carries -0.365; number 4, C, carries 0.019; number 5, C, carries -0.605; number 6, C, carries -0.462; number 7, H, carries 0.232; number 8, H, carries 0.217